Entry i
15
Properties=species:S:1:pos:R:3:lowdin_charge:R:1 method="wB97M-V/def2-TZVPD" lumo_energy_ev=-3.7 smiles=C[C@H]([NH3+])CS total_charge=+1
C 0.76428 1.44342 -0.28647 -0.04
C -0.24690 0.27772 -0.05893 -0.38
N -0.44048 -0.04906 1.45405 0.18
C 0.29845 -0.97703 -0.78516 -0.58
S -0.68345 -2.45357 -0.61682 0.77
H 0.66014 1.87822 -1.31251 0.11
H 1.77678 1.11284 -0.19102 0.07
H 0.58738 2.38710 0.34654 0.11
H -1.24143 0.47216 -0.41292 0.13
H -1.36340 -0.56489 1.46477 0.17
H 0.43950 -0.53921 1.76733 0.19
H -0.33205 0.90656 1.90874 0.18
H 0.32750 -0.65122 -1.85625 0.10
H 1.34400 -1.31449 -0.54049 0.10
H -1.89031 -1.92855 -0.88084 -0.12

Entry ii
15
Properties=species:S:1:pos:R:3:lowdin_charge:R:1 method="wB97M-V/def2-TZVPD" lumo_energy_ev=-3.4 smiles=C[NH+](C)CS total_charge=+1
C -0.96976 1.00666 -0.43715 0.01
N 0.05166 0.15346 0.21521 -0.26
C -0.60589 -0.41641 1.40952 0.02
C 0.61436 -0.72806 -0.83111 -0.33
S 2.53430 -0.69083 -0.35660 0.74
H -1.86048 0.48323 -0.21583 0.09
H -1.01235 1.94610 0.03178 0.10
H -0.79383 1.25180 -1.52886 0.14
H 0.71385 0.77430 0.56712 0.11
H -1.56006 -0.93441 1.14344 0.14
H -0.04153 -1.15100 1.93460 0.11
H -0.72574 0.34076 2.05620 0.08
H 0.50809 -0.29435 -1.81234 0.08
H 0.35722 -1.82846 -0.77243 0.12
H 2.79017 0.08720 -1.40354 -0.15

Short version: entry i is the most stable of them.

Entry i
15
Properties=species:S:1:pos:R:3:lowdin_charge:R:1 method="wB97M-V/def2-TZVPD" lumo_energy_ev=-5.9 total_charge=+1
C -2.11739 1.79655 -0.77169 0.18
N -0.84342 1.80367 -0.89176 0.21
H -2.59982 0.98413 -0.24023 0.12
H -2.70911 2.59422 -1.23924 0.14
H -0.34583 2.51730 -1.42634 0.17
H -0.27498 1.03225 -0.54442 0.06
C 1.43240 -0.52190 -0.87706 -0.43
S 1.12285 -1.22111 0.79489 0.78
C -0.62160 -0.77711 1.11618 -0.45
H 1.66243 0.58296 -0.76517 0.04
H 0.61921 -0.69352 -1.58096 0.03
H 2.33085 -1.02841 -1.26052 0.05
H -0.88652 -1.41875 1.93850 0.02
H -0.69741 0.31648 1.51824 0.07
H -1.32099 -0.95992 0.31965 0.02

Entry ii
15
Properties=species:S:1:pos:R:3:lowdin_charge:R:1 method="wB97M-V/def2-TZVPD" lumo_energy_ev=-4.7 total_charge=+1
C 2.21585 1.53140 0.87268 -0.43
S 2.12448 0.29033 -0.45765 0.70
H 2.19034 2.50694 0.39426 0.04
H 1.38609 1.45111 1.57232 0.02
H 3.16083 1.43048 1.39353 0.04
H 2.30065 -0.78299 0.32014 -0.12
C -1.68338 -0.92698 -1.53583 0.01
C -1.56124 -0.56863 0.85839 0.16
N -1.02161 -0.52644 -0.28219 -0.02
H -1.04715 -1.65648 -2.02667 0.11
H -1.78653 -0.03743 -2.16425 0.12
H -2.64334 -1.36911 -1.29466 0.10
H -2.57806 -0.93316 0.96827 0.13
H -1.01488 -0.24584 1.73688 0.12
H -0.04203 -0.16320 -0.35521 0.02

Short version: entry ii is the most stable of them.

Entry i
26
Properties=species:S:1:pos:R:3:lowdin_charge:R:1 method="wB97M-V/def2-TZVPD" lumo_energy_ev=0.7 smiles="CN(N)/C=C(/O)C(C)(C)C"
C 2.45894 1.43760 -0.35722 -0.09
N 1.71734 0.25285 0.03313 -0.32
N 2.63301 -0.81801 0.25653 0.04
C 0.85053 0.48950 1.13877 -0.11
C -0.45288 0.23431 1.09154 -0.22
O -1.25324 0.44554 2.17653 0.03
C -1.18991 -0.32352 -0.30707 -0.49
C -1.80532 -1.65888 0.11092 -0.06
C -2.27873 0.71486 -0.58177 -0.06
C -0.36916 -0.52616 -1.57049 -0.07
H 3.05435 1.19827 -1.23490 0.08
H 1.75119 2.22762 -0.60998 0.08
H 3.11348 1.79752 0.44546 0.07
H 3.14873 -0.67674 1.13225 0.07
H 2.09084 -1.67239 0.35630 0.07
H 1.31493 0.88746 2.05046 0.12
H -0.73012 0.80497 2.90534 0.11
H -2.42304 -2.04888 -0.70363 0.09
H -1.02568 -2.38860 0.32752 0.08
H -2.42274 -1.53934 0.99837 0.08
H -1.83319 1.67502 -0.82751 0.09
H -2.88876 0.39716 -1.42741 0.09
H -2.91655 0.84656 0.28637 0.08
H -1.02286 -0.89441 -2.35579 0.08
H 0.07071 0.40520 -1.90372 0.08
H 0.40814 -1.26751 -1.43000 0.07

Entry ii
26
Properties=species:S:1:pos:R:3:lowdin_charge:R:1 method="wB97M-V/def2-TZVPD" lumo_energy_ev=0.2
C -1.79133 0.10785 0.88678 -0.18
C 0.42450 -1.01406 -0.17250 -0.14
C -2.62546 -1.11560 1.02004 -0.05
C -0.21278 -1.16290 -1.52749 -0.18
N -1.99121 1.01442 -0.02660 0.16
H -1.13229 0.37426 1.69846 0.11
H -2.59950 0.77495 -0.80073 0.12
H -1.09580 1.63851 -0.27421 0.08
H 1.48404 -1.23710 -0.14615 0.04
H -0.02031 -1.58431 0.63652 0.03
H -3.16330 -1.34544 0.09948 0.09
H -3.35721 -0.96643 1.82038 0.09
H -2.01343 -1.97416 1.29888 0.08
H 0.45922 -1.60433 -2.26892 0.07
H -0.50487 -0.18326 -1.93822 0.06
H -1.12159 -1.76908 -1.49205 0.06
C 2.38705 0.88053 -1.02525 -0.04
C 1.17952 1.10757 -0.13696 -0.52
C 1.38931 1.12683 1.34326 -0.23
N 2.33396 0.65559 2.05005 0.10
O 0.28985 1.89258 -0.61683 -0.11
H 3.04497 0.19630 1.47731 0.03
H 0.58766 1.64673 1.87466 0.10
H 3.08746 0.14266 -0.63564 0.07
H 2.90956 1.83458 -1.13323 0.09
H 2.05196 0.56332 -2.01103 0.08

Short version: entry i is the most stable of them.

Entry i
25
Properties=species:S:1:pos:R:3:lowdin_charge:R:1 method="wB97M-V/def2-TZVPD" lumo_energy_ev="-3.8 / -3.9" smiles="[H]/N=[N+](/C=C/C(C)C)N(C)N" total_charge=+1
H -2.43154 1.23004 2.51683 0.11
N -2.37847 0.74565 1.55588 0.21
N -1.26779 0.15841 1.50735 -0.15
C -0.84481 -0.53021 0.07289 0.02
C -0.59645 0.35151 -0.84852 -0.07
C 0.07477 -0.07776 -2.11442 -0.35
C 1.40183 0.86603 -2.29107 -0.03
C 0.52374 -1.53804 -2.13308 -0.08
N -0.45924 0.00250 2.49888 -0.21
C 0.71499 -0.80694 2.39832 -0.01
N -0.78884 0.69462 3.66697 0.10
H -0.99313 -1.61933 0.00225 0.14
H -0.60720 1.46947 -0.59271 0.16
H -0.60712 0.16716 -2.96489 0.15
H 1.18519 1.67446 -3.12029 0.12
H 1.54968 1.55029 -1.48829 0.05
H 2.18295 0.28331 -2.63863 0.04
H 1.08133 -1.91631 -1.38138 0.04
H -0.30699 -2.19081 -2.18830 0.07
H 1.07611 -1.74457 -3.10364 0.12
H 1.65301 -0.26940 2.76451 0.13
H 0.48698 -1.74738 2.86290 0.10
H 1.14564 -1.03893 1.42663 0.09
H -1.29647 0.26176 4.49317 0.16
H 0.01217 1.07828 4.08687 0.09

Entry ii
25
Properties=species:S:1:pos:R:3:lowdin_charge:R:1 method="wB97M-V/def2-TZVPD" lumo_energy_ev=-2.7 total_charge=+1
C -1.71206 -0.32706 2.10682 -0.03
N -0.70995 -0.76822 1.13759 0.04
C 0.40193 -0.24389 0.79848 -0.21
N 1.14930 0.64033 1.40936 0.06
C 0.67720 1.30723 2.59854 -0.07
N 0.93854 -0.89407 -0.66674 -0.02
C 1.38385 0.03968 -1.68840 -0.22
C 0.28437 0.42917 -2.58865 -0.15
C -0.75581 -0.72136 -2.36923 -0.13
N -0.17994 -1.56323 -1.27695 -0.05
H -1.44457 -0.85085 3.13954 0.15
H -2.57695 -0.75523 1.71668 0.06
H -1.81192 0.80845 2.07177 0.11
H -1.04204 -1.31198 0.26303 0.16
H 2.02193 0.95263 0.99082 0.16
H 1.36126 2.12535 3.01622 0.13
H -0.22289 1.99729 2.40942 0.10
H 0.23257 0.62837 3.32567 0.08
H 2.21846 -0.42042 -2.19608 0.12
H 1.83011 1.00748 -1.16576 0.15
H -0.33913 1.35580 -2.43477 0.13
H 0.72383 0.33704 -3.59327 0.12
H -1.59711 -0.21454 -1.99556 0.08
H -0.96209 -1.16739 -3.32191 0.12
H 0.13111 -2.39057 -1.68662 0.11

Entry iii
25
Properties=species:S:1:pos:R:3:lowdin_charge:R:1 method="wB97M-V/def2-TZVPD" lumo_energy_ev=-2.5 total_charge=+1
C -2.19180 0.77219 -0.18817 -0.13
C 2.30062 -0.61635 -0.06852 -0.19
C -0.89068 0.06645 1.20893 -0.17
C 1.00422 0.36561 1.09652 -0.10
C -1.79229 -1.71942 -0.21097 -0.11
C 1.88106 1.64516 -0.81998 -0.03
N -1.52042 1.29367 0.96311 0.03
N 1.78601 -0.92343 1.20398 0.06
N -1.34204 -0.44645 -0.09446 -0.21
N 1.33046 0.44597 -0.34263 -0.14
H -3.30949 0.43789 0.00524 0.17
H -2.13870 1.35805 -1.09501 0.12
H 3.39496 -0.27829 -0.12801 0.16
H 2.34137 -1.50615 -0.67739 0.13
H -0.98169 -0.54786 2.12005 0.16
H 1.20576 1.22247 1.69918 0.13
H -0.96317 -2.50426 -0.08817 0.13
H -2.60284 -1.88333 0.40586 0.06
H -2.23733 -1.88885 -1.25120 0.13
H 1.97722 1.54120 -1.90266 0.11
H 1.27342 2.49395 -0.48374 0.11
H 2.95626 1.82889 -0.38672 0.15
H -2.02739 1.66319 1.72681 0.12
H 1.06332 -1.61927 1.06825 0.09
H 0.32285 0.11276 -0.71335 0.21

Short version: entry ii is the most stable of them.

Entry i
20
Properties=species:S:1:pos:R:3:lowdin_charge:R:1 method="wB97M-V/def2-TZVPD" lumo_energy_ev=3.8 smiles=N[C@H](CO)CCC[O-] total_charge=-1
N -1.61574 -1.22624 -0.28487 0.02
C -0.49193 -0.82516 0.57910 -0.36
C -1.00142 -0.78088 2.06076 -0.23
O -1.43985 0.49336 2.51281 -0.08
C 0.39487 0.35216 0.21485 -0.19
C 0.34457 0.88548 -1.21929 -0.18
C 1.87622 0.81377 -1.81411 -0.51
O 2.71429 0.09059 -1.06874 -0.36
H -1.21426 -1.76676 -1.03635 0.06
H -2.05971 -0.42305 -0.70505 0.06
H 0.12196 -1.71305 0.65295 0.13
H -1.85139 -1.44054 2.05854 0.09
H -0.22576 -1.15104 2.73248 0.10
H -0.85704 1.13481 2.14999 0.02
H 0.29212 1.22687 0.86755 0.09
H 1.45681 0.07804 0.30903 0.08
H -0.06011 1.86302 -1.44946 0.07
H -0.25505 0.15671 -1.77617 0.06
H 1.77598 0.33281 -2.81469 0.06
H 2.09547 1.89912 -1.96935 0.06

Entry ii
20
Properties=species:S:1:pos:R:3:lowdin_charge:R:1 method="wB97M-V/def2-TZVPD" lumo_energy_ev=3.9 total_charge=-1
C 0.09720 -0.50615 1.35038 -0.21
N 0.53262 -1.57807 -0.01138 0.10
C 0.41709 -0.26111 -0.23292 -0.55
C -0.86836 0.14949 -1.00370 -0.23
O -1.07077 1.54617 -1.24615 -0.15
C 1.63698 0.66985 -0.49012 -0.40
O 1.30652 1.96865 -0.62860 -0.30
C -0.49227 0.87680 1.81246 -0.06
H 1.01311 -0.75058 1.86926 0.10
H -0.77105 -1.13620 1.54999 0.10
H -0.50438 -3.38532 -2.18566 0.00
H -1.20922 -3.23551 -2.04098 0.00
H -0.92459 -0.33254 -1.98400 0.10
H -1.70274 -0.27357 -0.42371 0.10
H -0.14442 1.92214 -1.03409 0.01
H 2.35344 0.46689 0.33574 0.09
H 2.17961 0.17252 -1.33313 0.10
H -1.50953 0.98405 1.45122 0.07
H 0.11119 1.66697 1.35611 0.07
H -0.45040 1.03550 2.88928 0.07

Short version: entry i is the most stable of them.

Entry i
23
Properties=species:S:1:pos:R:3:lowdin_charge:R:1 method="wB97M-V/def2-TZVPD" lumo_energy_ev=0.5 smiles=CNCO.O.O.O.O
C -2.16747 1.44255 1.58723 -0.13
N -1.29757 0.39604 1.07209 -0.09
C -0.00065 0.88422 0.71101 -0.32
O 0.01238 1.63617 -0.51498 -0.06
H -2.46627 2.19129 0.85012 0.08
H -1.68442 1.93514 2.42462 0.08
H -3.09677 1.00791 1.92504 0.04
H -1.72388 -0.00098 0.24656 0.10
H 0.38193 1.59401 1.44334 0.12
H 0.73006 0.08158 0.64551 0.09
H 0.13794 1.05459 -1.26868 0.04
O -4.23833 -1.20772 1.81580 -0.06
H -3.94541 -1.84574 2.47695 0.04
H -5.01887 -0.80620 2.21252 0.04
O 3.37662 -2.56133 -4.50178 -0.06
H 3.67520 -1.72006 -4.86716 0.04
H 4.07374 -3.21945 -4.56716 0.03
O 3.49486 0.97217 1.58645 -0.06
H 3.15874 0.07275 1.61029 0.03
H 3.24307 1.48608 0.82147 0.03
O 1.25595 -0.99531 -1.56877 -0.05
H 0.38343 -0.83269 -1.94285 0.04
H 1.71573 -1.56504 -2.19760 0.04

Entry ii
23
Properties=species:S:1:pos:R:3:lowdin_charge:R:1 method="wB97M-V/def2-TZVPD" lumo_energy_ev=-6.2
C -2.83818 -1.42824 0.61079 -0.08
N -2.09149 -0.18323 0.54036 0.01
C -0.86282 -0.29158 -0.27465 -0.05
O 2.07060 -0.82478 -0.63384 -0.10
H -3.71021 -1.47682 -0.00519 0.08
H -2.20240 -2.33698 0.37535 0.12
H -3.28936 -1.51504 1.64204 0.11
H -0.18888 0.58921 -0.22660 0.11
H -1.19356 -0.33018 -1.29006 0.10
H -0.48401 -1.32004 0.13192 0.15
H 1.56088 -1.55512 -0.96986 0.01
H -1.15879 -0.05957 3.74401 0.00
H -1.69519 0.09192 1.44765 0.06
O -0.92701 -0.33652 2.86820 -0.14
H 0.69390 0.07600 2.59303 0.02
H 1.58542 -0.01847 1.26424 -0.05
O 1.63755 0.11265 2.18402 -0.02
H 3.04062 1.74371 -1.88011 0.01
H 2.20563 0.06257 -1.29339 0.02
O 2.17341 1.38026 -1.74809 -0.21
H 1.00263 1.39219 -2.72107 -0.02
H 0.26975 1.85512 -4.10227 0.02
O 0.09670 1.46876 -3.23392 -0.14

Short version: entry i is the most stable of them.

Entry i
21
Properties=species:S:1:pos:R:3:lowdin_charge:R:1 method="wB97M-V/def2-TZVPD" lumo_energy_ev=1.0 smiles=C[C@H]1CN(O)[C@](C)(N)O1
C -2.19742 -0.18875 1.34368 -0.05
C -1.18562 -0.67733 0.33652 -0.26
C -1.16645 0.05855 -0.98210 -0.12
N 0.23893 -0.05834 -1.33842 -0.11
O 0.48417 -1.32232 -1.99470 -0.05
C 1.01200 0.11278 -0.08429 -0.63
C 1.37889 1.59027 0.08818 0.00
N 2.19806 -0.72830 -0.18577 0.10
O 0.21657 -0.31442 0.97628 -0.05
H -2.04997 0.87403 1.55691 0.08
H -2.07519 -0.71422 2.29539 0.08
H -3.21728 -0.36017 0.98226 0.09
H -1.24269 -1.76006 0.19601 0.14
H -1.82119 -0.38888 -1.73639 0.14
H -1.43064 1.11467 -0.86345 0.13
H 1.41059 -1.49014 -1.70605 0.07
H 1.98097 1.95749 -0.74881 0.09
H 1.93909 1.73630 1.01812 0.09
H 0.47954 2.20932 0.17075 0.08
H 2.04925 -1.44903 0.52098 0.11
H 2.99839 -0.20145 0.15490 0.09

Entry ii
21
Properties=species:S:1:pos:R:3:lowdin_charge:R:1 method="wB97M-V/def2-TZVPD" lumo_energy_ev=0.9
C 2.84453 0.44111 -0.32555 -0.15
O 1.80155 0.95509 0.45620 -0.18
C 0.55608 0.01061 0.57119 -0.19
C 0.79916 -1.29946 1.20919 -0.03
C -0.44686 0.68074 0.09452 -0.25
N -0.68220 1.89429 -0.50468 0.12
N -1.72919 -0.26906 0.37198 -0.19
C -2.01902 -1.07713 -0.79724 -0.09
O -2.82421 0.57063 0.63796 -0.07
H 3.64858 1.18228 -0.32212 0.08
H 3.25456 -0.49475 0.07943 0.08
H 2.53358 0.26533 -1.36660 0.09
H 0.06460 -1.42304 2.00208 0.09
H 0.71135 -2.13311 0.51114 0.08
H 1.79187 -1.35335 1.65412 0.08
H 0.16110 2.27038 -0.91968 0.10
H -1.16744 2.55252 0.09431 0.10
H -2.17523 -0.46306 -1.69906 0.09
H -1.18149 -1.74822 -0.97070 0.08
H -2.92566 -1.65610 -0.61311 0.09
H -3.01566 1.09432 -0.16337 0.08

Entry iii
21
Properties=species:S:1:pos:R:3:lowdin_charge:R:1 method="wB97M-V/def2-TZVPD" lumo_energy_ev=0.7
C 0.40243 -0.37149 1.24763 -0.46
C -0.02679 0.51339 -1.16059 -0.08
C 0.88966 2.02146 0.52334 -0.05
C 0.99068 -1.61845 0.61768 -0.03
N 0.08429 0.81458 0.28261 -0.17
C -1.18246 -0.36415 -1.67419 -0.54
N -2.01975 -0.92586 -0.78143 0.19
O -0.88554 -0.47440 1.73986 -0.19
O -1.27956 -0.49189 -2.88395 0.04
H -0.95414 0.61355 1.04428 0.18
H 1.11488 0.03617 1.98198 0.13
H -2.75174 -1.50940 -1.15561 0.12
H -1.81928 -0.93283 0.22483 0.07
H -0.14584 1.45879 -1.69039 0.13
H 0.89936 0.06438 -1.53011 0.13
H 0.45127 2.86506 -0.00896 0.09
H 0.89286 2.24049 1.59019 0.09
H 1.91999 1.88527 0.18240 0.10
H 1.96933 -1.41778 0.17530 0.08
H 0.33434 -2.05031 -0.13515 0.07
H 1.11598 -2.35658 1.41029 0.09

Short version: entry iii is the most stable of them.

Entry i
21
Properties=species:S:1:pos:R:3:lowdin_charge:R:1 method="wB97M-V/def2-TZVPD" lumo_energy_ev=0.7 smiles="CN(N=O)C(C)(C)CO"
C -1.39445 0.57435 -1.43721 -0.05
N -0.94457 -0.43859 -0.50601 -0.14
N -0.74659 -1.81090 -0.99606 -0.01
O -1.04363 -2.02716 -2.15207 -0.02
C 0.25671 -0.28882 0.29111 -0.50
C 0.45204 -1.41359 1.29738 -0.06
C 1.52658 0.06060 -0.46848 -0.03
C -0.34070 1.02966 1.20292 -0.18
O 0.14421 2.25409 0.77016 -0.07
H -0.72431 1.42983 -1.49189 0.08
H -1.47451 0.12929 -2.43391 0.08
H -2.38730 0.91808 -1.14104 0.09
H 0.88080 -2.28418 0.80890 0.07
H 1.11699 -1.09378 2.10201 0.08
H -0.49909 -1.70995 1.73412 0.09
H 1.76279 -0.72356 -1.18834 0.09
H 2.35963 0.17078 0.22460 0.09
H 1.43740 0.99901 -1.01471 0.07
H -0.04852 0.80293 2.23087 0.10
H -1.42464 1.11933 1.21923 0.12
H 1.09117 2.30260 0.94842 0.09

Entry ii
21
Properties=species:S:1:pos:R:3:lowdin_charge:R:1 method="wB97M-V/def2-TZVPD" lumo_energy_ev="0.3 / 0.3" smiles="CNC(=O)O.C=CNC"
C -1.94247 -0.04326 1.25201 -0.07
N -0.58931 -0.41537 0.87515 -0.04
C 0.59125 0.01674 1.59423 -0.58
O 1.39721 -0.80324 2.01530 0.07
O 0.29606 1.17779 2.27838 0.09
H -1.98724 1.03153 1.33402 0.08
H -2.62534 -0.40248 0.48114 0.09
H -2.23022 -0.48067 2.21701 0.09
H -0.48886 -1.38665 0.60947 0.14
H 1.01455 1.30936 2.90869 0.13
C -0.89708 0.03676 -2.06144 -0.02
C -0.22934 0.66658 -1.03757 -0.33
N 1.15989 0.61801 -1.02347 -0.09
C 1.86381 -0.59979 -1.40602 -0.12
H -0.60482 -0.93261 -2.42799 0.03
H -1.76293 0.50752 -2.49306 0.03
H -0.57862 1.65830 -0.76155 0.12
H 1.38829 0.73897 0.12959 0.15
H 1.72506 -0.79703 -2.46678 0.08
H 1.57478 -1.46137 -0.79791 0.08
H 2.92531 -0.43908 -1.21919 0.08

Short version: entry ii is the most stable of them.